(1)
Formula: C33H29AsCoN5O9S
Source: the Open Molecules 2025 dataset
Level of theory: ωB97M-V/def2-TZVPD

Geometry as XYZ:
```
79
Properties=species:S:1:pos:R:3:forces:R:3
Co -1.9279 -2.1750 -0.7284 -0.05 -0.23 0.12
O -4.5681 -0.4380 2.3788 0.11 0.00 -0.03
As -3.8049 -1.9499 1.7459 -0.58 0.12 -0.17
O -4.9489 -3.1066 1.7784 0.16 -0.03 -0.02
O -3.3341 -1.3314 0.2348 0.24 0.05 0.27
C -2.5042 -2.0856 3.1939 0.08 -0.04 -0.07
C -2.8562 -1.4579 4.3917 0.04 0.01 -0.02
C -2.0454 -1.5648 5.5094 -0.02 0.01 0.00
C -0.8685 -2.3019 5.4507 0.02 0.00 0.01
C -0.5199 -2.9411 4.2751 0.00 0.02 -0.01
C -1.3393 -2.8424 3.1542 -0.01 -0.01 0.10
S -0.8071 -3.7618 1.7217 -0.15 0.11 -0.05
O -0.7840 -5.1432 2.1139 0.00 -0.03 0.04
O 0.4552 -3.1781 1.3354 0.06 0.00 0.01
O -1.9123 -3.4687 0.7586 0.18 -0.03 -0.23
H -5.3470 -0.3113 1.8242 -0.02 0.01 0.07
H -3.7743 -0.8898 4.4327 0.01 0.01 0.02
H -2.3371 -1.0789 6.4332 -0.01 0.00 -0.01
H -0.2355 -2.3913 6.3258 0.00 0.00 -0.01
H 0.3856 -3.5317 4.2093 -0.02 -0.01 0.00
C 1.4956 3.9203 -0.2926 0.03 0.00 0.02
O 1.4656 4.4631 -1.5999 -0.10 0.00 0.02
C 1.4144 3.5736 -2.6323 0.05 -0.02 0.01
C 1.1377 4.1025 -3.8888 0.01 0.01 -0.04
C 1.0461 3.2645 -4.9825 -0.13 0.00 -0.01
C 1.1851 1.8826 -4.8525 -0.52 0.03 0.01
C 1.5112 1.3730 -3.5962 0.17 -0.08 -0.08
C 1.6372 2.2072 -2.4953 0.05 -0.02 0.01
N 1.0684 1.1507 -6.0808 0.99 -0.48 0.21
N 0.8636 -0.0883 -6.1440 -0.90 0.62 -0.28
C 0.2510 -0.8395 -5.1264 0.29 -0.19 0.24
C 0.6824 -2.1556 -5.0339 0.13 0.07 0.00
C 0.3584 -3.0099 -3.9839 -0.01 0.02 0.01
C -0.4862 -2.5609 -2.9652 0.00 0.14 -0.08
O -0.7800 -3.2002 -1.8989 -0.03 0.00 0.13
C -1.1083 -1.2665 -3.1733 0.10 -0.13 0.05
N -2.0436 -0.9614 -2.2424 0.00 0.05 0.05
C -2.6827 0.1815 -2.3007 -0.13 -0.07 -0.04
C -2.4446 1.0890 -3.3431 -0.03 0.02 0.00
C -1.5007 0.8035 -4.2917 0.04 -0.03 0.00
C -0.7639 -0.4021 -4.2190 -0.07 0.13 -0.14
H 1.3093 4.7491 0.3871 0.01 0.00 -0.01
H 2.4687 3.4787 -0.0690 0.02 -0.03 0.00
H 0.7226 3.1578 -0.1583 -0.01 0.02 0.01
H 0.9987 5.1717 -3.9866 0.00 -0.01 0.00
H 0.8355 3.6641 -5.9672 0.02 0.00 0.01
H 1.6845 0.3150 -3.4576 -0.04 -0.02 0.01
H 1.9009 1.7703 -1.5398 -0.02 0.00 -0.03
H 1.3726 -2.4841 -5.8036 0.01 -0.02 0.03
H 0.7760 -4.0056 -3.9195 0.01 0.01 -0.01
H -3.4070 0.3589 -1.5152 0.04 0.02 0.03
H -3.0065 2.0123 -3.3828 -0.01 -0.01 -0.01
H -1.3224 1.5027 -5.0954 0.02 0.00 -0.04
C 1.2938 0.5934 3.9661 -0.09 -0.14 0.04
N 0.6038 0.9491 2.7325 0.17 0.31 -0.08
N 0.8945 0.1480 1.6278 -0.05 -0.20 0.05
C -0.2641 -0.0817 0.8906 0.11 -0.12 0.01
O -0.2681 -0.7083 -0.1652 -0.08 0.08 -0.07
C -1.3167 0.5827 1.6211 0.01 -0.01 0.03
C -0.7662 1.1229 2.7286 -0.03 0.04 -0.04
C -1.4465 1.8115 3.8587 -0.01 -0.01 0.00
C 2.2069 0.0832 1.1083 -0.05 0.05 -0.05
C 3.1100 1.1136 1.3525 0.01 0.02 -0.01
C 4.3883 1.0492 0.8158 0.00 0.02 0.00
C 4.7582 -0.0238 0.0194 -0.01 0.00 0.00
C 3.8448 -1.0420 -0.2247 0.00 0.00 -0.01
C 2.5714 -1.0082 0.3217 0.01 0.03 0.06
H 2.3530 0.4674 3.7587 0.00 0.02 0.00
H 0.8994 -0.3328 4.3941 0.00 -0.02 -0.01
H 1.1724 1.4094 4.6755 0.00 0.00 0.00
H -2.3519 0.5943 1.3264 -0.01 -0.03 0.01
H -2.5211 1.7880 3.6883 0.01 0.01 0.00
H -1.1170 2.8491 3.9430 0.01 -0.01 0.01
H -1.2451 1.3072 4.8054 -0.01 -0.01 -0.01
H 2.8034 1.9682 1.9428 0.00 -0.03 0.02
H 5.0890 1.8521 1.0103 0.00 -0.01 0.00
H 5.7521 -0.0678 -0.4073 -0.01 0.00 0.00
H 4.1255 -1.8853 -0.8430 0.00 0.00 0.01
H 1.8642 -1.8083 0.1645 -0.03 -0.03 0.00
```
Positions in Å, forces in eV/Å.

Summary:
Charge   -1
2S+1   2
LUMO level (spin up / spin down)   2.08 / 2.07 eV
Kohn-Sham gap (spin up / spin down)   6.77 / 6.74 eV

---

(2)
Formula: C33H29BBaBrN3O9
Source: the Open Molecules 2025 dataset
Level of theory: ωB97M-V/def2-TZVPD

Geometry as XYZ:
```
77
Properties=species:S:1:pos:R:3:forces:R:3
Ba -2.5828 0.2860 2.0026 -0.01 0.02 -0.48
O -1.7859 -0.5002 8.5167 0.01 0.00 0.01
C -2.1149 -0.1328 7.2383 0.00 0.00 0.01
C -3.3270 -0.4935 6.6704 -0.01 0.02 -0.01
C -3.5841 -0.0949 5.3692 0.01 0.03 0.14
N -2.7222 0.6515 4.6836 0.08 -0.10 -0.06
C -1.5451 0.9763 5.2185 -0.06 0.01 0.19
C -1.1965 0.6017 6.5066 0.01 0.02 0.00
C -0.5447 1.7535 4.3379 0.08 0.06 0.08
O 0.5503 1.9952 4.8622 0.00 0.08 -0.03
O -0.9389 2.0508 3.1756 -0.11 -0.17 0.07
C -4.8665 -0.5638 4.6540 -0.07 -0.01 -0.03
O -5.7615 -1.0109 5.3833 0.01 0.01 -0.02
O -4.8481 -0.4649 3.3957 0.25 0.07 -0.02
H -2.5106 -1.0300 8.8637 -0.01 -0.01 0.01
H -4.0730 -1.0830 7.1902 0.00 0.00 0.00
H -0.2273 0.8705 6.8996 0.00 0.01 -0.01
O 3.3081 -2.3847 1.1860 0.09 -0.13 0.03
C 2.4092 -3.2798 1.6786 0.00 0.02 -0.07
C 2.8244 -4.5968 1.8417 -0.01 -0.02 0.02
C 1.9385 -5.5491 2.3251 0.02 0.00 0.00
C 0.6339 -5.1928 2.6343 -0.01 0.01 -0.01
C 0.2302 -3.8721 2.4700 0.02 -0.01 0.03
C 1.1008 -2.8992 2.0061 0.02 0.01 0.02
C 0.6303 -1.4382 1.9310 -0.04 -0.10 -0.01
O -0.6894 -1.2988 2.1024 -0.08 0.12 -0.02
N 1.0962 -0.9235 0.5990 -0.03 -0.06 0.03
N 1.1733 0.4404 0.5352 0.02 0.09 0.01
C 0.8569 0.9741 -0.5752 0.04 0.03 -0.04
C 1.0916 2.3899 -0.8854 0.01 -0.03 -0.03
Br 0.1661 2.9017 -2.4884 0.00 0.00 0.00
C 1.9053 3.3039 -0.3562 -0.03 0.02 -0.03
C 2.7714 3.2127 0.8333 0.07 0.00 0.04
C 4.0953 3.6447 0.6994 -0.01 -0.06 -0.03
C 4.9642 3.6158 1.7762 0.00 0.00 0.02
C 4.5069 3.1853 3.0170 0.00 0.02 0.00
C 3.1839 2.7998 3.1706 -0.04 0.03 0.00
C 2.3156 2.8067 2.0852 -0.02 0.08 0.00
H 2.7744 -1.6415 0.8306 -0.06 0.09 0.04
H 3.8425 -4.8547 1.5754 -0.01 0.01 0.00
H 2.2705 -6.5739 2.4509 0.00 0.00 0.00
H -0.0638 -5.9338 3.0054 0.00 0.00 0.00
H -0.7738 -3.5471 2.7119 0.00 0.00 -0.01
H 1.2367 -0.8541 2.6487 0.00 0.01 -0.01
H 0.4863 -1.3135 -0.1242 -0.03 0.00 -0.02
H 0.4408 0.3779 -1.3895 -0.01 0.01 0.01
H 1.9881 4.2368 -0.9038 -0.04 0.03 0.03
H 4.4419 3.9918 -0.2687 0.00 -0.01 0.00
H 5.9922 3.9363 1.6511 0.00 -0.01 0.00
H 5.1787 3.1707 3.8676 0.00 0.00 0.00
H 2.7852 2.5090 4.1328 -0.03 -0.06 0.02
H 1.2775 2.5418 2.2397 -0.01 -0.10 0.00
C -1.5122 -0.8786 -7.9134 0.00 0.00 0.00
C -0.5499 -0.3516 -6.8395 -0.01 0.01 0.01
C 0.2938 0.7852 -7.4337 0.01 0.00 0.00
C 0.3990 -1.4874 -6.4547 0.00 -0.01 0.00
C -1.3466 0.1703 -5.6396 0.00 -0.02 0.01
C -2.2387 1.2282 -5.8205 0.00 0.01 0.01
C -2.9805 1.7705 -4.7684 0.00 0.00 -0.01
C -2.8077 1.2235 -3.5161 -0.03 0.03 0.03
O -3.3614 1.5789 -2.3312 0.01 -0.03 -0.02
B -2.8150 0.7336 -1.2904 0.00 -0.07 0.17
O -1.9205 -0.1702 -2.0095 0.00 0.05 -0.07
C -1.9324 0.1657 -3.3229 0.00 -0.04 0.03
C -1.1978 -0.3749 -4.3574 -0.01 0.00 -0.02
H -0.9551 -1.2470 -8.7808 0.00 0.00 0.01
H -2.1932 -0.0966 -8.2524 0.00 -0.01 0.00
H -2.1152 -1.6977 -7.5162 0.00 0.01 0.00
H 0.8817 0.4212 -8.2824 -0.01 0.00 0.01
H 0.9782 1.1841 -6.6826 0.00 0.00 0.00
H -0.3330 1.6069 -7.7827 0.00 0.00 0.01
H 0.9495 -1.8184 -7.3393 0.00 0.00 0.01
H -0.1436 -2.3465 -6.0555 0.00 0.01 0.00
H 1.1255 -1.1652 -5.7067 0.00 0.00 -0.01
H -2.3614 1.6579 -6.8086 0.00 0.00 0.01
H -3.6576 2.6010 -4.9255 0.01 -0.01 0.00
H -0.5173 -1.1898 -4.1518 0.00 0.01 0.00
```
Positions in Å, forces in eV/Å.

Summary:
Charge   -2
LUMO level   3.75 eV
Kohn-Sham gap   5.79 eV
Energy above the lowest of the compared OMol25 structures with the same formula, charge and spin   0.000 eV

---

(3)
Formula: C33H29BCo2F6O8
Source: the Open Molecules 2025 dataset
Level of theory: ωB97M-V/def2-TZVPD

Geometry as XYZ:
```
79
Properties=species:S:1:pos:R:3:forces:R:3
C 2.1308 -0.0371 3.6213 0.16 -0.02 0.03
C 1.6094 -0.1766 2.2027 0.77 -0.16 -0.25
C 0.8647 -1.5083 2.0559 -0.03 -0.19 -0.11
O 0.7282 0.9007 1.9445 0.53 0.01 -0.15
B 0.7936 1.0965 0.5174 -1.22 -0.34 -0.44
C -0.5694 0.4705 -0.1820 0.85 0.58 0.37
C -0.5014 -0.0575 -1.4567 -0.71 -0.23 -0.46
C -1.6548 -0.5846 -2.0429 0.25 -0.08 -0.29
C -1.5738 -1.0829 -3.4593 0.14 -0.12 -0.28
F -2.5224 -2.0229 -3.7451 0.76 0.74 0.03
F -1.7428 -0.0487 -4.3512 0.15 -0.95 0.46
F -0.3490 -1.6399 -3.7216 -1.07 0.41 -0.06
C -2.8639 -0.6147 -1.3669 0.00 -0.03 -0.03
C -2.8997 -0.1090 -0.0769 -0.14 0.12 0.34
C -4.1954 -0.1208 0.6911 -0.23 0.01 0.25
F -3.9796 -0.2758 2.0354 -0.41 0.17 -1.07
F -4.8810 1.0591 0.5253 0.34 -0.98 0.28
F -5.0285 -1.1298 0.2930 0.51 0.87 0.39
C -1.7662 0.4531 0.5151 -0.68 -0.27 -0.35
C 0.7453 2.7481 0.1597 -0.44 0.97 -0.12
C 0.8843 2.9686 -1.2791 0.07 0.53 0.40
C 2.0142 2.7473 -1.9749 0.11 0.31 -0.05
C 2.0690 2.8813 -3.4578 0.20 0.09 -0.36
O 1.9624 0.4737 -0.0415 0.14 -0.06 0.37
C 2.7251 0.0009 1.0499 -0.36 -0.22 0.72
C 3.7627 1.0593 1.4195 0.11 0.12 0.17
C 3.4297 -1.2795 0.6359 0.00 -0.18 0.10
H 2.8577 -0.8295 3.8387 -0.05 0.17 0.05
H 2.5932 0.9436 3.7706 -0.04 -0.19 0.01
H 1.2984 -0.1283 4.3266 0.09 -0.02 -0.10
H 1.4742 -2.3400 2.4316 -0.06 0.13 -0.11
H -0.0584 -1.4801 2.6476 0.16 0.08 -0.11
H 0.5981 -1.7189 1.0101 0.03 0.11 0.30
H 0.4292 -0.0711 -2.0184 -0.05 0.04 0.22
H -3.7540 -1.0265 -1.8311 0.14 0.01 0.09
H -1.8450 0.8603 1.5195 0.19 -0.09 -0.11
H -0.2385 3.0733 0.5171 0.20 0.07 0.04
H 1.5275 3.2456 0.7504 0.08 -0.42 0.02
H 0.0092 3.3565 -1.8122 0.12 -0.48 -0.08
H 2.9289 2.4338 -1.4697 -0.37 -0.17 0.05
H 3.0993 2.7831 -3.8097 -0.16 0.03 -0.11
H 1.4675 2.1014 -3.9493 0.15 0.17 0.10
H 1.6824 3.8558 -3.7828 0.03 -0.23 -0.04
H 4.4272 0.6859 2.2083 -0.06 0.15 -0.10
H 4.3703 1.2892 0.5363 -0.08 -0.07 0.09
H 3.2908 1.9913 1.7590 0.06 -0.26 -0.03
H 3.9820 -1.7032 1.4841 -0.07 0.00 -0.15
H 2.7179 -2.0230 0.2618 0.15 0.16 0.09
H 4.1438 -1.0584 -0.1651 -0.09 -0.03 0.11
O 3.5088 4.9617 1.9000 -0.22 2.50 -2.12
C 3.4738 5.8238 1.1256 0.64 -4.52 3.01
Co 3.2715 7.1418 -0.0294 3.75 1.62 -0.97
C 2.4660 6.4394 -1.3948 -2.67 -1.60 -3.27
O 1.8572 6.0068 -2.2873 2.01 1.33 2.84
C 1.9589 7.9352 0.7709 -4.43 2.96 1.46
O 1.0484 8.4322 1.2941 2.72 -1.61 -1.34
C 4.2574 8.7807 -0.9640 -1.12 1.68 0.07
C 3.3712 9.6916 -1.6887 -0.43 0.78 -0.54
C 2.5719 9.2292 -2.7587 0.03 0.27 0.32
C 1.5387 10.0128 -3.2703 0.22 0.01 0.20
C 1.3286 11.2999 -2.7618 0.18 -0.06 0.14
C 2.2309 11.8428 -1.8366 0.05 -0.23 -0.14
C 3.2602 11.0549 -1.3131 -0.26 -0.49 -0.04
C 5.3222 9.0745 -0.0765 -1.92 1.90 2.11
C 5.6350 9.8016 1.0024 0.25 -0.45 -0.09
Co 5.7323 7.7946 -1.2196 0.34 -3.08 -0.66
C 7.3186 8.4318 -1.7503 2.51 0.29 -1.88
O 8.3416 8.7043 -2.2175 -2.69 -0.43 1.56
C 5.2764 6.8151 -2.6451 -0.34 -2.01 -3.48
O 5.0166 6.1294 -3.5400 0.43 1.74 2.29
C 6.1578 6.4222 -0.1427 1.71 -3.02 2.20
O 6.4768 5.5206 0.5122 -0.82 2.31 -1.60
H 2.7548 8.2366 -3.1726 -0.13 0.27 0.17
H 0.8901 9.6058 -4.0491 0.20 0.18 0.25
H 0.4565 11.8713 -3.0810 0.35 -0.05 -0.03
H 2.1273 12.8802 -1.5082 -0.01 -0.38 -0.10
H 3.9653 11.4758 -0.5896 -0.34 -0.22 -0.18
H 6.6601 9.7700 1.3856 -0.40 0.15 -0.01
H 4.8914 10.3824 1.5549 0.24 -0.09 -0.28
```
Positions in Å, forces in eV/Å.

Summary:
LUMO level   -4.44 eV
Kohn-Sham gap   2.50 eV
Energy above the lowest of the compared OMol25 structures with the same formula, charge and spin   0.618 eV

---

(4)
Formula: C33H29Br2Cl2N3O3RuS
Source: the Open Molecules 2025 dataset
Level of theory: ωB97M-V/def2-TZVPD

Geometry as XYZ:
```
74
Properties=species:S:1:pos:R:3:forces:R:3
Ru -0.5691 -0.1360 0.1303 0.72 0.74 -0.05
Cl -6.5973 0.4080 -3.8457 -0.01 -0.02 -0.03
C -5.1482 0.5799 -2.9338 -0.01 -0.07 -0.01
C -4.8354 1.8389 -2.3914 -0.02 0.05 -0.01
C -3.7025 2.0271 -1.6448 -0.07 -0.08 -0.07
Cl -3.3338 3.5814 -1.0015 0.03 0.00 0.03
C -2.8122 0.9577 -1.3926 0.17 -0.14 -0.04
O -1.7354 1.2019 -0.7033 -0.24 0.18 -0.20
C -3.1463 -0.3126 -1.9466 0.20 0.07 0.09
C -2.3462 -1.4603 -1.7288 -0.14 0.08 0.05
O -1.3805 -1.5908 -0.9393 -0.12 -0.36 0.17
C -4.3148 -0.4809 -2.7299 -0.03 0.14 0.01
H -5.4999 2.6738 -2.5712 -0.01 -0.01 0.01
H -2.5904 -2.3693 -2.2830 -0.12 0.02 -0.02
H -4.5492 -1.4526 -3.1445 -0.01 0.00 -0.01
Br -6.0430 -0.3127 4.1426 -0.02 0.00 0.02
C -4.5368 -0.2886 3.0442 0.03 0.02 -0.02
C -3.8667 0.9027 2.7952 0.01 -0.05 0.00
C -2.7626 0.8719 1.9706 0.01 0.06 -0.03
N -2.3031 -0.2563 1.4091 0.19 0.05 0.21
C -2.9550 -1.4005 1.6591 0.06 0.01 -0.01
C -4.0726 -1.4623 2.4622 -0.02 -0.01 0.01
H -4.1940 1.8357 3.2301 -0.02 0.00 -0.01
H -2.2287 1.7816 1.7250 0.01 -0.01 0.02
H -2.5580 -2.2942 1.1950 0.00 0.01 0.01
H -4.5712 -2.4056 2.6313 0.00 0.00 0.00
O 1.1626 1.2556 1.2558 -0.81 -0.23 0.18
S 2.4362 2.0808 1.1674 0.03 0.10 -0.04
C 3.7680 0.8665 0.8747 0.04 -0.01 0.00
C 4.6512 0.8257 2.1224 -0.03 0.03 -0.01
C 3.7193 1.0978 3.2997 -0.04 -0.01 -0.07
C 2.9432 2.3408 2.8853 -0.04 -0.05 0.04
H 4.2914 1.1272 -0.0431 0.01 0.00 0.00
H 3.2206 -0.0669 0.7254 0.01 -0.01 -0.01
H 5.4091 1.6092 2.0659 0.03 -0.02 0.00
H 5.1727 -0.1276 2.1976 -0.02 -0.01 0.01
H 4.2518 1.2491 4.2372 0.01 0.03 -0.01
H 3.0277 0.2627 3.4389 0.04 -0.01 0.03
H 3.5742 3.2322 2.8908 0.00 0.00 -0.02
H 2.0317 2.5507 3.4433 0.02 0.00 0.03
C 2.3234 3.7301 -2.6205 0.00 0.06 -0.01
C 1.2257 3.7446 -1.7711 -0.06 -0.05 -0.02
C 0.6825 2.5651 -1.2985 -0.08 0.06 -0.15
C 1.2165 1.3293 -1.7132 0.12 -0.20 0.23
C 2.3642 1.3338 -2.5356 0.21 0.07 -0.03
C 2.9066 2.5204 -2.9810 0.00 -0.09 0.02
N 0.7020 0.0960 -1.2756 0.31 0.04 -0.21
C 1.0247 -0.9969 -2.1204 -0.21 0.01 -0.03
C 0.8622 -0.8969 -3.5061 -0.27 -0.10 -0.09
C 1.1538 -1.9847 -4.3091 -0.03 0.01 0.04
C 1.6248 -3.1644 -3.7428 0.00 -0.02 -0.03
C 1.7856 -3.2643 -2.3668 0.01 0.04 0.02
C 1.4723 -2.1869 -1.5567 0.19 0.02 0.03
H 2.7377 4.6595 -2.9878 0.01 0.01 0.02
H 0.7882 4.6849 -1.4648 0.00 0.00 -0.02
H -0.1639 2.6178 -0.6417 -0.10 -0.08 0.06
H 2.8528 0.4025 -2.7845 0.01 0.06 0.00
H 3.7930 2.5051 -3.6003 -0.01 -0.01 -0.01
H 0.4525 0.0070 -3.9391 0.07 0.03 0.01
H 1.0111 -1.9150 -5.3788 0.00 0.00 0.00
H 1.8681 -4.0058 -4.3773 -0.01 -0.01 0.00
H 2.1661 -4.1769 -1.9279 0.01 0.00 -0.01
H 1.6307 -2.2335 -0.4897 0.10 0.05 -0.07
Br 1.1107 -0.9557 5.5597 -0.03 -0.01 0.04
C 0.7776 -1.7523 3.8951 -0.01 -0.04 -0.03
C 0.8799 -3.1224 3.7144 0.02 -0.01 0.03
C 0.6158 -3.6371 2.4547 -0.01 0.08 0.01
C 0.2809 -2.7718 1.4321 -0.12 -0.13 0.00
N 0.2066 -1.4431 1.6056 0.03 -0.30 -0.11
C 0.4300 -0.9433 2.8282 0.07 -0.05 0.06
H 1.1508 -3.7685 4.5387 0.00 0.00 0.00
H 0.6648 -4.6995 2.2637 0.01 0.00 0.00
H 0.0560 -3.1425 0.4413 -0.07 0.02 0.06
H 0.3396 0.1240 2.9558 0.01 0.02 -0.08
```
Positions in Å, forces in eV/Å.

Summary:
Charge   +2
LUMO level (spin up / spin down)   -7.55 / -7.79 eV
Kohn-Sham gap (spin up / spin down)   5.71 / 5.48 eV